1.
Computed, not measured: a structure of composition C45H54F5N7OPtSi, with ωB97M-V/def2-TZVPD.

```
114
Properties=species:S:1:pos:R:3:forces:R:3:mulliken_charge:R:1
Pt 0.236 -0.379 -0.259 0.088 0.112 0.221 3.338
C -0.498 1.841 4.808 0.000 -0.013 0.001 -1.381
N -1.084 0.976 3.804 0.119 -0.038 0.093 1.168
C -1.868 -0.106 4.350 -0.039 0.060 -0.002 -1.233
C -0.633 1.037 2.497 -0.135 0.053 -0.094 -1.669
N -0.257 -0.035 1.819 -0.005 0.150 0.020 0.654
C 0.116 -1.214 2.495 -0.076 -0.059 0.034 -0.783
C 0.908 -1.163 3.618 0.028 0.018 0.015 -0.011
C 1.375 -2.327 4.254 -0.002 -0.011 -0.006 -1.203
C 1.065 -3.550 3.742 0.001 0.016 0.004 -1.247
C 0.286 -3.657 2.561 0.004 0.000 -0.014 1.288
C 0.030 -4.945 2.025 -0.004 -0.016 -0.011 -1.082
C -0.657 -5.084 0.859 0.008 -0.002 0.008 -1.204
C -1.130 -3.943 0.187 -0.004 0.009 0.006 -0.209
C -0.946 -2.679 0.687 0.027 -0.009 -0.014 -0.509
N -1.473 -1.585 -0.065 -0.013 0.227 0.015 -0.087
C -2.773 -1.588 -0.307 -0.032 -0.131 -0.012 -0.066
N -3.662 -2.312 0.451 0.057 0.019 -0.002 0.980
C -4.710 -3.094 -0.169 0.000 -0.016 -0.008 -1.348
C -3.508 -2.535 1.869 0.012 -0.007 0.015 -1.355
N -3.329 -0.948 -1.349 -0.008 0.017 -0.024 0.482
C -4.652 -0.353 -1.272 -0.030 -0.023 -0.015 -1.394
C -2.573 -0.602 -2.531 0.039 0.014 0.018 -1.336
C -0.204 -2.494 1.911 -0.025 0.001 0.003 0.202
N -0.639 2.290 1.987 -0.037 -0.096 0.034 0.692
C -1.499 3.332 2.537 0.021 0.025 0.033 -1.264
C 0.101 2.749 0.823 0.033 0.016 -0.002 -1.333
H 0.018 1.232 5.560 -0.003 0.002 0.001 0.426
H -1.259 2.437 5.320 0.009 0.003 0.004 0.350
H 0.227 2.515 4.359 -0.007 0.000 0.000 0.332
H -2.646 0.321 4.989 -0.001 -0.005 -0.001 0.406
H -1.266 -0.802 4.943 -0.019 0.006 -0.007 0.218
H -2.361 -0.643 3.552 -0.013 -0.039 -0.034 0.317
H 1.201 -0.195 4.005 -0.019 -0.009 0.001 0.595
H 1.992 -2.239 5.139 -0.001 -0.004 -0.003 0.425
H 1.422 -4.458 4.211 -0.001 0.003 -0.004 0.409
H 0.414 -5.809 2.553 -0.005 0.006 -0.005 0.432
H -0.833 -6.065 0.436 0.000 0.007 0.001 0.397
H -1.657 -4.047 -0.754 0.006 -0.003 0.008 0.633
H -4.650 -3.019 -1.251 0.002 -0.003 0.002 0.393
H -5.703 -2.766 0.152 0.004 0.004 -0.004 0.347
H -4.591 -4.146 0.113 -0.002 0.007 0.001 0.365
H -2.753 -1.869 2.259 0.009 0.003 0.001 0.243
H -3.212 -3.566 2.090 -0.011 -0.001 -0.009 0.356
H -4.455 -2.320 2.371 0.007 0.013 -0.001 0.382
H -5.042 -0.419 -0.260 0.011 0.002 -0.018 0.393
H -5.345 -0.847 -1.960 -0.001 -0.004 0.008 0.321
H -4.579 0.700 -1.545 0.009 0.002 -0.005 0.506
H -1.816 -1.361 -2.703 0.015 -0.002 -0.011 0.401
H -2.109 0.378 -2.412 0.001 0.001 -0.001 0.051
H -3.260 -0.587 -3.379 0.007 0.012 0.006 0.516
H -2.233 2.914 3.217 -0.011 0.004 -0.006 0.341
H -2.028 3.810 1.713 0.023 0.008 0.017 0.518
H -0.912 4.094 3.059 0.000 -0.006 0.008 0.322
H 0.957 3.357 1.134 -0.003 0.007 0.015 0.410
H -0.562 3.343 0.198 0.038 -0.044 0.036 0.671
H 0.429 1.921 0.208 0.042 -0.046 0.002 -0.325
C 0.698 -0.664 -2.243 0.088 -0.011 -0.078 -1.144
Si 1.993 0.605 -2.583 -0.114 0.067 0.004 -0.848
C 3.204 0.264 -1.191 0.008 -0.016 0.053 -1.078
N 2.412 -0.018 0.068 0.075 -0.239 -0.217 0.781
C 2.775 0.956 1.147 -0.069 0.002 -0.097 0.351
C 3.964 0.529 2.020 -0.019 -0.027 -0.007 -0.895
C 4.968 -0.329 1.266 0.000 0.005 -0.031 -0.720
C 4.272 -1.607 0.786 0.002 0.010 -0.034 -0.932
C 2.767 -1.394 0.549 0.144 -0.035 0.070 -0.283
C 1.387 2.369 -2.401 0.020 -0.015 -0.064 1.093
C 2.307 3.401 -2.182 0.011 -0.010 -0.004 -0.137
C 1.900 4.725 -2.106 -0.009 -0.001 0.010 -0.822
C 0.555 5.042 -2.258 0.000 0.002 -0.003 -0.589
C -0.372 4.034 -2.473 0.002 0.000 -0.009 -0.515
C 0.043 2.710 -2.538 0.032 0.058 0.009 0.177
C 2.858 0.470 -4.247 0.069 -0.050 0.037 0.644
C 2.728 1.455 -5.229 0.013 0.011 0.010 -0.158
C 3.338 1.318 -6.469 0.003 0.001 -0.001 -0.776
C 4.096 0.191 -6.750 0.000 -0.003 0.001 -0.444
C 4.239 -0.802 -5.789 0.001 0.003 0.000 -0.747
C 3.623 -0.659 -4.555 -0.012 -0.007 -0.002 -0.524
H 1.059 -1.684 -2.430 0.085 0.029 -0.041 0.696
H -0.109 -0.491 -2.954 -0.130 -0.093 0.099 0.563
H 3.922 1.062 -1.009 -0.019 0.024 -0.004 0.531
H 3.788 -0.619 -1.454 0.035 -0.009 0.018 0.309
H 1.909 1.079 1.786 -0.135 0.032 0.046 -1.079
H 2.960 1.913 0.659 -0.021 -0.002 0.004 0.855
H 3.588 -0.048 2.871 0.014 0.004 0.012 0.237
H 4.435 1.424 2.432 -0.021 0.010 -0.010 0.548
H 5.821 -0.572 1.901 -0.019 -0.011 0.019 0.566
H 5.367 0.227 0.416 0.019 0.002 0.005 0.189
H 4.358 -2.387 1.546 0.010 -0.007 0.005 0.522
H 4.765 -1.994 -0.107 -0.012 -0.011 -0.004 0.372
H 2.230 -1.551 1.482 0.065 0.013 -0.089 -0.897
H 2.378 -2.110 -0.173 0.029 0.001 0.000 0.714
H 3.364 3.172 -2.079 -0.002 0.002 -0.009 0.403
H 2.629 5.508 -1.934 -0.001 -0.002 0.000 0.398
H 0.232 6.074 -2.202 -0.001 -0.001 0.002 0.396
H -1.424 4.267 -2.562 -0.023 0.000 0.011 0.535
H -0.706 1.939 -2.649 -0.018 -0.026 -0.017 -0.328
H 2.143 2.344 -5.020 0.000 0.000 -0.001 0.359
H 3.222 2.093 -7.216 0.000 0.000 0.000 0.398
H 4.575 0.084 -7.716 0.000 0.000 0.001 0.386
H 4.827 -1.685 -6.004 -0.001 0.002 0.000 0.393
H 3.736 -1.452 -3.821 -0.002 0.000 -0.001 0.288
F -6.601 3.775 2.179 0.019 -0.004 -0.008 -0.359
C -5.545 3.286 1.501 -0.024 0.004 0.014 0.590
C -5.034 3.947 0.395 0.025 -0.010 -0.018 0.264
F -5.604 5.094 -0.001 -0.006 0.010 -0.002 -0.356
C -3.953 3.443 -0.300 -0.004 0.014 0.025 0.172
F -3.511 4.145 -1.366 0.022 0.007 -0.021 -0.383
C -3.268 2.243 0.051 0.067 0.026 0.001 0.021
O -2.245 1.800 -0.554 -0.336 0.014 -0.067 -0.617
C -3.864 1.607 1.173 -0.023 -0.028 0.023 -0.250
F -3.338 0.425 1.592 0.037 0.031 0.044 0.389
C -4.943 2.099 1.875 0.009 0.000 -0.007 -0.126
F -5.414 1.416 2.935 -0.003 -0.003 0.006 -0.377
```
Forces are in eV/Å.

## Properties
Molar mass ... 1027.13 u
ΔE to the lowest compared entry with this formula, charge and spin ... 0.0 kcal per mole
Maximum force ... 0.343 eV/Å
Lowest unoccupied orbital energy ... 0.199 eV

=====

2.
Computed, not measured: the ion C10H20NO with charge +1, with ωB97M-V/def2-TZVPD.

```
32
Properties=species:S:1:pos:R:3:forces:R:3:nbo_charge:R:1
C 1.391 0.702 -0.814 -1.748 -0.862 -2.153 0.508
C 1.482 0.855 -2.071 -1.378 -1.412 -0.236 -0.497
C 0.640 0.438 1.504 0.090 -1.334 0.517 -0.380
C -0.680 0.338 0.775 -1.595 2.308 1.665 -0.257
C 1.637 1.045 0.482 2.117 -1.341 3.861 0.004
C 1.457 2.525 0.630 1.992 1.369 -0.482 -0.572
C 0.937 -2.392 -0.013 -0.446 1.439 3.021 -0.616
C -3.333 -0.386 -0.372 -0.332 2.456 1.812 -0.643
C -0.502 -1.900 0.206 0.817 -0.125 2.727 -0.227
C -1.990 -0.469 -1.128 -1.388 -0.325 -1.109 -0.230
N -0.803 -0.590 -0.311 1.885 0.519 0.658 -0.372
O 2.944 0.523 0.847 -0.522 0.622 0.398 -0.673
H 1.014 0.276 -2.846 -0.055 -0.439 -0.050 0.300
H 1.862 1.767 -2.376 1.344 1.927 -0.659 0.291
H 0.651 0.928 2.564 -0.196 -0.337 -2.376 0.276
H 0.912 -0.617 1.707 0.394 0.764 -0.014 0.256
H -1.306 0.202 1.698 -0.664 -0.464 -1.246 0.230
H -0.967 1.295 0.326 -0.072 0.204 0.451 0.209
H 1.480 2.924 1.620 0.507 -0.399 0.946 0.255
H 0.518 2.785 0.292 -2.044 0.565 -1.033 0.224
H 2.197 3.065 0.041 0.031 0.086 -0.067 0.230
H 1.212 -2.534 -0.990 0.031 -1.192 -2.579 0.218
H 1.684 -1.666 0.280 0.087 0.512 0.463 0.199
H 1.100 -3.207 0.683 0.149 -0.620 -0.457 0.242
H -3.749 -1.276 0.141 0.747 0.324 -0.293 0.233
H -3.312 0.522 0.401 0.027 -2.045 -1.382 0.208
H -4.097 -0.037 -1.065 0.007 -0.264 -0.229 0.240
H -0.776 -1.727 1.357 0.836 -1.474 -2.098 0.190
H -1.076 -2.716 -0.155 -1.304 -0.257 -0.556 0.229
H -1.975 0.461 -1.822 0.434 -1.709 0.970 0.219
H -2.030 -1.457 -1.662 0.147 1.339 -0.319 0.224
H 3.477 0.322 0.073 0.101 0.164 -0.151 0.485
```
Forces are in eV/Å.

## Properties
Molar mass ... 170.28 u
ΔE to the lowest compared entry with this formula, charge and spin ... 122.9 kcal per mole
Maximum force ... 4.603 eV/Å
Lowest unoccupied orbital energy (spin up / spin down) ... -5.641 / -5.640 eV
Total charge ... +1

=====

3.
Computed, not measured: the molecule C3H2ClIO, with ωB97M-V/def2-TZVPD.

```
8
Properties=species:S:1:pos:R:3:forces:R:3:mulliken_spin:R:1
C 0.522 0.232 -0.163 0.041 -3.866 -2.368 0.404
C 3.273 -0.942 0.130 -1.307 0.688 0.305 0.031
C 2.148 -0.504 0.174 -3.649 0.669 0.444 0.073
O -0.922 0.242 0.258 3.786 0.707 0.581 0.016
Cl 4.766 -1.509 0.326 1.165 -0.428 -0.065 0.011
I 1.021 2.332 0.014 1.109 3.564 0.262 1.466
H 0.556 -0.149 -1.224 -0.353 0.608 0.949 -0.004
H -1.246 -0.629 0.240 -0.792 -1.941 -0.109 0.003
```
Forces are in eV/Å.

## Properties
Molar mass ... 216.40 u
Spin multiplicity ... 3
ΔE to the lowest compared entry with this formula, charge and spin ... 89.2 kcal per mole
<S²> ... 2.006
Maximum force ... 4.534 eV/Å
Lowest unoccupied orbital energy (spin up / spin down) ... 0.609 / -3.472 eV

=====

4.
Computed, not measured: a structure of composition C4H3NO, with ωB97M-V/def2-TZVPD.

```
9
Properties=species:S:1:pos:R:3:forces:R:3:nbo_charge:R:1
C 0.669 3.515 -0.121 -0.065 0.816 -0.063 0.139
C 0.175 -0.505 -0.197 0.232 -0.318 -0.075 -0.400
C 0.020 0.708 0.252 1.264 4.552 -0.511 -0.215
C 1.185 2.193 -0.092 -0.705 -5.887 0.710 0.480
N 0.400 4.627 -0.174 -0.389 0.329 0.037 -0.197
O 2.339 1.913 -0.240 -0.449 0.798 -0.112 -0.439
H -0.599 -1.234 0.002 0.002 -0.096 0.076 0.218
H 1.036 -0.839 -0.744 0.303 0.031 -0.207 0.219
H -0.845 1.099 0.764 -0.192 -0.224 0.144 0.194
```
Forces are in eV/Å.

## Properties
Molar mass ... 81.07 u
ΔE to the lowest compared entry with this formula, charge and spin ... 42.6 kcal per mole
Maximum force ... 5.971 eV/Å
Lowest unoccupied orbital energy ... -0.771 eV